13
Properties=species:S:1:pos:R:3:mulliken_charge:R:1 method="wB97M-V/def2-TZVPD" molar_mass_g_mol=118.16 charge=0 e_homo_ev=-8.8 de_lowest_ev=2.1657 gap_ev=9.6
H -1.833 -0.166 -1.564 0.24
N -2.323 -0.832 -0.975 -0.61
C -2.101 -0.682 0.248 0.14
N -1.437 0.441 0.813 -0.27
S -0.667 1.625 -0.118 -0.08
C 0.894 0.903 -0.457 -0.10
N 1.233 -0.105 0.199 -0.06
N 2.463 -0.701 -0.063 -0.60
H -2.470 -1.423 1.004 0.29
H -1.332 0.422 1.776 0.25
H 1.604 1.419 -1.127 0.29
H 3.119 -0.084 -0.603 0.25
H 2.850 -0.817 0.868 0.26